The following is a DFT calculation (ωB97M-V with the def2-TZVPD basis set) of C61H79BInN10PS3 as an isolated structure.

```
156
Properties=species:S:1:pos:R:3:forces:R:3:mulliken_charge:R:1
In -1.755 -0.078 -1.085 -0.1 0.0 -0.1 1.724
S -0.154 2.284 -1.100 0.0 0.1 0.1 0.096
S -1.119 0.044 -3.796 0.0 0.0 0.0 -0.053
S -0.113 -2.094 -1.156 0.0 -0.1 0.0 -0.220
P -3.493 1.853 -1.070 0.0 0.0 0.1 1.507
N -0.915 -1.621 6.168 0.1 0.1 0.0 0.073
N -3.583 -1.186 -0.847 0.0 -0.1 -0.4 0.808
N 0.461 0.132 5.977 -0.1 -0.1 0.0 -0.468
N 2.607 -0.489 -2.678 0.1 -0.1 -0.1 0.461
N 3.753 1.939 -1.469 0.0 0.1 0.0 -0.192
N 2.425 1.731 -1.347 0.1 0.0 0.0 0.401
N 2.643 0.029 0.743 -0.1 0.0 0.1 -0.218
N 1.800 -0.479 -0.176 0.1 0.1 0.0 1.374
N -1.191 -0.118 1.219 -0.1 0.2 0.2 1.256
N 1.324 -0.103 -2.777 0.0 0.1 0.0 -0.559
C 6.251 2.543 -2.642 0.0 0.0 0.0 -1.628
C 5.074 -1.382 -1.936 0.0 0.0 0.0 -1.811
C -4.878 -2.372 1.458 0.0 0.0 0.0 -1.409
C 0.391 -1.258 -6.158 0.0 0.0 0.0 -1.691
C 1.173 -1.002 -4.917 0.0 0.0 0.0 0.324
C 3.522 -0.465 4.308 -0.1 0.0 0.0 -2.567
C -6.054 1.332 -2.056 -0.1 0.0 0.0 -0.788
C 4.192 3.164 -1.369 0.0 -0.1 0.0 -0.182
C -0.432 0.744 1.915 0.0 0.0 -0.1 -1.009
C -4.722 -0.606 -1.399 0.0 0.1 0.1 0.325
C 0.498 -3.587 1.453 -0.1 0.0 0.0 -1.694
C 3.292 4.240 -1.132 0.0 0.0 0.0 -0.886
C 0.519 -0.350 7.269 0.0 0.0 0.0 0.508
C -3.123 -3.465 -1.728 0.0 0.0 0.0 0.514
C -0.728 -0.478 3.951 0.0 0.0 0.0 0.705
C -7.102 0.540 -2.482 0.1 0.0 0.0 0.501
C -4.102 -3.187 0.460 0.0 0.0 0.0 1.322
C -5.796 -1.400 -1.840 0.0 0.0 0.0 -0.659
C -6.942 -0.842 -2.358 0.0 0.1 0.0 -1.104
C 3.677 0.119 2.905 0.0 0.0 0.0 2.643
C -4.084 3.834 0.967 0.0 0.0 0.0 -1.700
C -3.295 -6.872 -0.030 0.0 0.0 0.0 -1.726
C -8.360 1.128 -3.051 -0.1 0.0 0.0 -1.743
C -3.381 3.356 -2.128 0.1 0.1 0.0 1.008
C -3.009 -4.830 -1.479 0.0 0.0 0.0 -1.175
C 3.384 1.623 2.946 0.1 0.0 0.0 -1.102
C 1.135 -0.574 9.548 0.0 0.0 0.0 -0.530
C -4.607 4.290 -2.143 0.0 0.0 0.0 -2.093
C -0.485 -2.136 8.614 0.0 0.0 0.0 -1.085
C 5.698 3.375 -1.483 0.0 0.0 0.0 2.136
C -3.596 -2.617 -0.724 0.1 0.0 0.2 -0.036
C -2.813 -2.976 -3.114 0.0 0.1 -0.1 -1.360
C 2.001 -1.726 2.187 0.0 0.0 -0.1 -0.838
C 6.336 2.910 -0.168 0.0 0.0 0.0 -1.548
C 4.637 -1.659 -3.373 -0.1 0.0 0.0 2.445
C -0.339 -1.449 7.411 0.0 0.0 0.0 0.685
C 1.273 0.101 8.358 0.0 0.0 0.0 -0.888
C 0.266 -1.676 9.673 0.0 0.0 0.0 -0.460
C -0.177 0.601 3.258 -0.1 0.0 0.0 -1.258
C 1.954 4.032 -1.027 0.1 -0.1 0.0 0.266
C 1.040 -1.572 0.009 0.0 -0.1 0.1 1.163
C 5.554 -0.936 -4.370 0.0 0.0 0.0 -1.714
C 4.666 -3.172 -3.639 0.0 0.0 0.0 -1.763
C 1.193 -2.282 1.238 0.1 0.0 0.0 0.001
C 2.467 -1.409 -4.779 0.0 0.0 0.1 -1.169
C -0.396 -0.641 5.363 -0.1 0.0 0.0 -0.110
C -4.345 1.406 1.533 0.0 0.0 0.0 -1.770
C 0.511 -0.337 -3.805 0.0 0.0 0.1 0.881
C 0.977 5.137 -0.813 0.0 0.0 0.0 -1.899
C -3.975 -4.552 0.670 0.0 0.0 0.0 -0.939
C 5.105 -0.122 2.400 0.0 0.0 0.0 -1.434
C -3.404 -5.395 -0.279 0.0 0.0 0.0 0.540
C -1.736 -1.141 1.885 0.0 -0.1 0.0 -0.507
C 3.228 -1.173 -3.593 0.0 0.0 0.0 0.577
C -3.570 2.422 0.703 0.0 0.0 0.0 1.568
C -4.874 0.800 -1.519 0.0 0.0 0.0 0.037
C -2.966 3.013 -3.557 0.0 0.0 0.0 -1.605
C -1.541 -1.352 3.237 0.0 0.0 -0.1 -1.079
C 1.497 2.680 -1.148 0.0 0.0 0.0 0.588
C 2.726 -0.542 1.916 0.0 0.1 -0.1 -0.286
C 6.042 4.847 -1.721 0.0 0.0 0.0 -2.242
B 1.980 0.290 -1.485 -0.1 0.0 0.0 -1.704
H -4.274 5.327 -2.152 0.0 0.0 0.0 0.379
H 5.347 -1.186 2.400 0.0 0.0 0.0 0.376
H 5.945 3.469 0.684 0.0 0.0 0.0 0.365
H -2.623 -5.470 -2.265 0.0 0.0 0.0 0.451
H 2.941 -1.944 -5.589 0.0 0.0 0.0 0.409
H -4.277 -7.345 -0.065 0.0 0.0 0.0 0.317
H 4.455 -3.412 -4.680 0.0 0.0 0.0 0.399
H -5.718 -2.476 -1.765 0.0 0.0 0.0 0.609
H -4.285 1.670 2.590 0.0 0.0 0.0 0.573
H -2.006 -2.215 3.693 0.0 0.0 0.0 0.518
H -2.542 3.884 -1.660 0.0 0.0 0.0 0.502
H -5.277 4.171 -1.297 0.0 0.0 0.0 0.441
H -1.976 2.562 -3.594 0.0 0.0 0.0 0.025
H -6.162 2.403 -2.136 0.0 0.0 0.0 0.191
H 5.547 5.245 -2.608 0.0 0.0 0.0 0.498
H -7.742 -1.499 -2.679 0.0 0.0 0.0 0.462
H 5.582 0.136 -4.175 0.0 0.0 0.0 0.301
H 3.469 2.066 1.955 0.0 0.0 0.0 0.001
H 4.472 -1.953 -1.225 0.0 0.0 0.0 0.283
H 3.774 -1.526 4.343 0.1 0.0 0.0 0.315
H 6.146 1.851 -0.001 0.0 0.0 0.0 0.182
H -3.891 4.079 2.013 0.0 0.0 0.0 0.478
H 0.347 4.933 0.053 0.0 0.0 0.0 0.325
H 0.996 -1.765 -6.904 0.0 0.0 0.0 0.440
H 7.116 4.938 -1.877 0.0 0.0 0.0 0.424
H 3.951 -3.701 -3.009 0.0 0.0 0.0 0.332
H 0.188 -2.173 10.630 0.0 0.0 0.0 0.413
H -3.596 4.592 0.357 0.0 0.0 0.0 0.338
H -5.891 -2.197 1.086 0.0 0.0 0.0 0.352
H -2.941 3.929 -4.149 0.0 0.0 0.0 0.566
H -3.684 2.336 -4.025 0.0 0.0 0.0 0.301
H -3.952 0.400 1.399 0.0 0.0 0.0 0.117
H 7.329 2.689 -2.711 0.0 0.0 0.0 0.471
H -1.590 -2.321 5.921 0.0 0.0 0.0 0.170
H -2.871 -7.076 0.953 0.0 0.0 0.0 0.393
H 4.099 2.114 3.605 0.0 0.0 0.0 0.507
H -4.360 -4.975 1.590 0.0 0.0 0.0 0.459
H 0.637 -3.929 2.476 0.0 0.0 0.0 0.381
H -2.668 -7.353 -0.779 0.0 0.0 0.0 0.414
H 0.449 1.305 3.785 -0.1 0.0 0.0 1.015
H -5.185 4.127 -3.052 0.0 0.0 0.0 0.526
H 4.997 -0.326 -1.680 0.0 0.0 0.0 0.106
H 6.111 -1.692 -1.813 0.0 0.0 0.0 0.627
H -3.469 -3.478 -3.829 0.0 0.0 0.0 0.538
H 5.807 2.843 -3.592 0.0 0.0 0.0 0.417
H 1.494 6.083 -0.669 0.0 0.0 0.0 0.452
H 2.384 1.817 3.334 0.1 0.0 0.0 0.077
H 5.817 0.384 3.050 0.0 0.0 0.0 0.487
H -5.396 1.388 1.243 0.0 0.0 0.0 0.311
H 0.312 5.224 -1.674 0.0 0.0 0.0 0.321
H 5.791 5.476 -0.867 0.0 0.0 0.0 0.425
H 6.565 -1.329 -4.276 0.0 0.0 0.0 0.493
H -1.151 -2.981 8.719 0.0 0.0 0.0 0.414
H 2.512 -0.326 4.700 0.0 0.0 0.0 0.622
H 4.206 0.048 4.983 0.0 0.0 0.0 0.541
H -5.161 3.904 0.815 0.0 0.0 0.0 0.402
H 0.021 -0.317 -6.569 0.0 0.0 0.0 0.378
H -2.983 -1.909 -3.227 0.0 0.0 0.0 -0.199
H 1.698 -0.254 10.412 0.0 0.0 0.0 0.410
H 3.679 5.244 -1.047 0.0 0.0 0.0 0.475
H 6.063 1.483 -2.487 0.0 0.0 0.0 0.212
H -0.488 -1.860 -5.926 0.0 0.0 0.0 0.324
H 0.899 -4.339 0.771 0.0 0.0 0.0 0.385
H -2.518 2.395 1.009 0.0 0.0 0.0 -0.326
H -1.785 -3.200 -3.409 0.0 0.0 0.0 0.343
H -4.443 -1.393 1.635 0.0 0.0 0.0 -0.008
H 2.102 -2.205 3.150 0.0 0.0 0.0 0.503
H 7.413 3.066 -0.206 0.0 0.0 0.0 0.477
H -8.314 2.216 -3.066 0.0 0.0 0.0 0.338
H -2.321 -1.836 1.296 0.0 0.0 0.0 -0.002
H 5.225 0.257 1.387 0.0 0.0 -0.1 -0.063
H 5.234 -1.089 -5.400 0.0 0.0 0.0 0.374
H 1.933 0.950 8.256 0.0 0.0 0.0 0.460
H 5.662 -3.549 -3.412 0.0 0.0 0.0 0.483
H -9.231 0.838 -2.461 0.0 0.0 0.0 0.355
H -4.965 -2.899 2.407 0.0 0.0 0.0 0.456
H 0.001 1.559 1.352 0.0 0.1 0.0 0.344
H -0.565 -3.518 1.227 0.0 0.0 0.0 0.128
H -8.529 0.786 -4.072 0.0 0.0 0.0 0.365
```
Forces are in eV/Å.

Properties
LUMO   -5.44 eV
Orbital gap   5.84 eV
E_HOMO   -11.280 eV
Charge   +2
Total energy   -4670.05042 a.u.
Energy relative to the best compared isomer or geometry (same formula, charge and spin)   74.0 kJ/mol